Below is C21H42BrN5 as an isolated structure at a distorted geometry, with properties calculated with the ωB97M-V functional and the def2-TZVPD basis.

The calculation puts the orbital gap at 7.9402 eV. The value obtained for the LUMO energy is -5.1 eV. As for the total charge: +2. As for the highest occupied orbital energy: -13.01 eV.

Structure (XYZ):
```
69
Properties=species:S:1:pos:R:3:forces:R:3
C 12.857 -26.290 24.402 0.6 -0.2 0.9
C 11.803 -26.924 23.514 0.0 1.4 1.7
N 11.831 -26.381 22.182 0.2 -2.7 -2.2
C 11.684 -25.068 21.762 0.3 -1.4 0.2
C 11.628 -25.078 20.406 3.6 -3.5 2.1
N 11.844 -26.397 19.998 -0.4 -1.5 2.5
C 11.922 -27.245 21.106 -0.6 4.6 -1.1
C 11.765 -26.844 18.621 1.2 -0.4 -0.6
H 13.878 -26.505 24.087 -0.1 0.1 -0.2
H 12.776 -26.660 25.424 -0.1 -0.6 -0.1
H 12.741 -25.227 24.615 -0.1 0.2 -0.8
H 10.856 -26.596 23.944 -0.2 -0.4 0.0
H 11.859 -28.012 23.513 0.1 0.2 -0.2
H 11.507 -24.268 22.466 1.1 -0.6 0.0
H 11.618 -24.414 19.555 1.6 -0.3 2.3
H 11.896 -28.322 21.035 0.3 0.1 0.4
H 10.777 -27.163 18.290 -0.1 0.6 0.2
H 12.408 -27.709 18.456 0.1 -0.1 0.4
H 12.221 -26.069 18.005 -0.5 0.0 -0.1
C 9.058 -28.524 22.936 0.1 -0.5 -0.2
C 8.006 -28.004 21.952 0.1 -0.7 0.6
N 8.468 -26.764 21.341 0.5 2.5 -0.1
C 8.796 -26.380 20.049 -1.0 -1.5 -0.5
C 9.051 -25.060 20.044 -2.5 -1.8 -1.6
N 8.910 -24.601 21.233 -1.1 0.0 5.1
C 8.560 -25.638 22.099 0.3 0.0 -1.9
C 9.421 -23.308 21.702 -0.6 0.1 1.3
H 9.370 -27.846 23.731 -0.5 -0.1 0.0
H 9.951 -28.788 22.369 0.1 0.3 -0.2
H 8.780 -29.500 23.331 -0.4 0.2 0.3
H 7.036 -27.739 22.372 0.1 -0.4 0.3
H 7.845 -28.834 21.264 -0.1 0.6 -0.6
H 8.653 -26.976 19.159 0.0 -0.4 0.4
H 9.277 -24.366 19.248 -1.9 -1.2 0.8
H 8.299 -25.642 23.147 0.2 0.5 -0.1
H 10.244 -23.638 22.335 -0.9 1.4 0.0
H 8.643 -22.807 22.278 0.1 -0.1 0.1
H 9.779 -22.596 20.958 -0.2 -0.7 -0.4
C 8.089 -21.687 18.711 -0.4 0.9 1.0
C 7.846 -20.846 17.442 -0.3 -0.9 2.0
C 8.397 -21.600 16.270 -0.7 0.0 -2.5
C 9.866 -21.768 16.305 2.0 0.3 0.6
N 10.670 -22.571 15.238 0.7 0.3 -0.9
C 12.124 -22.226 15.332 1.6 1.4 1.7
C 12.485 -21.096 14.345 0.1 -0.3 -0.2
C 11.173 -20.703 13.665 0.4 -1.4 0.1
C 10.405 -22.052 13.835 -1.6 0.6 0.1
C 10.535 -24.099 15.325 -0.4 1.2 0.4
H 9.144 -21.639 18.978 -0.1 -0.7 -0.2
H 7.598 -22.659 18.654 0.8 -0.6 -0.7
H 7.601 -21.403 19.643 -0.3 1.2 -0.1
H 8.320 -19.866 17.500 0.1 0.0 0.1
H 6.771 -20.674 17.386 0.1 0.0 -0.6
H 8.127 -20.938 15.447 0.0 -0.4 -0.7
H 7.976 -22.586 16.072 -0.7 0.0 0.3
H 10.158 -22.301 17.211 -0.2 0.7 -0.5
H 10.311 -20.774 16.354 0.4 0.0 -0.3
H 12.859 -23.013 15.165 -0.9 -0.7 -0.1
H 12.321 -21.907 16.355 -0.1 -0.1 0.1
H 13.174 -21.554 13.636 0.0 0.4 -0.2
H 12.969 -20.237 14.812 0.1 -0.2 0.1
H 11.299 -20.474 12.607 -0.1 0.0 0.1
H 10.803 -19.808 14.166 -0.8 -0.4 0.0
H 10.727 -22.874 13.195 0.3 0.5 -0.4
H 9.324 -21.957 13.730 0.0 0.0 -0.1
H 10.799 -24.451 16.322 -0.3 0.5 -0.2
H 11.288 -24.564 14.688 -0.7 0.2 -0.7
H 9.471 -24.248 15.144 0.3 -0.8 -0.4
Br 10.621 -23.752 18.515 1.5 4.9 -6.8
```
Positions in Å, forces in eV/Å.

These are the Mulliken partial charges, in e, on atoms 1 to 2: -1.55, -0.25

***

Below is one molecule with the formula C5H9NO, with properties calculated with the ωB97M-V functional and the def2-TZVPD basis.

The calculation puts the orbital gap at 10.1019 eV. The value obtained for the LUMO energy is 1.0 eV. As for the highest occupied orbital energy: -9.10 eV.

Structure (XYZ):
```
16
Properties=species:S:1:pos:R:3:forces:R:3
C 1.871 -1.903 -0.978 0.0 -0.1 -0.4
N 2.221 -1.522 0.411 -0.6 0.3 0.4
C 1.203 -1.101 0.947 0.1 -0.1 -0.3
C 0.019 -0.656 1.289 0.1 0.0 0.1
C -0.402 0.730 0.896 0.2 0.1 0.3
O -1.291 0.637 -0.199 0.0 -0.1 0.0
C -1.830 1.890 -0.539 -0.2 0.3 -0.1
H 1.080 -2.656 -0.944 0.1 0.0 -0.2
H 2.720 -2.292 -1.536 0.1 0.0 0.2
H 1.483 -1.016 -1.486 0.1 -0.2 -0.1
H -0.707 -1.349 1.704 0.1 0.2 0.1
H -0.899 1.239 1.736 0.0 0.0 -0.1
H 0.480 1.330 0.616 -0.1 -0.1 0.1
H -2.518 1.736 -1.375 0.1 0.0 0.2
H -1.048 2.603 -0.848 -0.1 -0.1 0.1
H -2.382 2.329 0.307 0.1 -0.1 -0.1
```
Positions in Å, forces in eV/Å.

These are the Mulliken partial charges, in e, on atoms 1 to 2: -0.70, -0.53

***

Below is one molecule with the formula C4H9NO, with properties calculated with the ωB97M-V functional and the def2-TZVPD basis.

The calculation puts the orbital gap at 10.6382 eV. The value obtained for the LUMO energy is 0.9 eV. As for the highest occupied orbital energy: -9.74 eV.

Structure (XYZ):
```
15
Properties=species:S:1:pos:R:3:forces:R:3
C -0.934 -1.244 0.921 0.0 0.0 0.0
C -0.260 -0.223 0.000 0.0 -0.1 0.0
C -1.015 1.114 -0.009 0.0 0.1 0.0
C 1.195 0.003 0.417 0.0 0.0 0.1
N 1.990 0.559 -0.545 0.1 0.0 0.0
O 1.626 -0.270 1.523 -0.2 0.1 -0.3
H -1.410 -0.749 1.773 0.1 0.0 -0.1
H -0.200 -1.945 1.323 -0.1 0.0 -0.1
H -1.706 -1.804 0.384 0.1 0.1 0.1
H -0.252 -0.617 -1.026 0.1 0.0 0.1
H -0.584 1.829 -0.719 -0.1 -0.1 0.1
H -2.066 0.956 -0.275 0.2 0.0 0.0
H -0.987 1.568 0.988 0.0 -0.1 -0.1
H 1.676 0.741 -1.484 0.0 -0.1 0.2
H 2.957 0.726 -0.316 -0.1 0.0 0.0
```
Positions in Å, forces in eV/Å.

These are the Mulliken partial charges, in e, on atoms 1 to 2: -1.41, 0.64

***

Below is C4H6O2 as an isolated structure, with properties calculated with the ωB97M-V functional and the def2-TZVPD basis.

The calculation puts the orbital gap at 10.8012 eV. The value obtained for the LUMO energy is 0.9 eV. As for the highest occupied orbital energy: -9.95 eV.

Structure (XYZ):
```
12
Properties=species:S:1:pos:R:3:forces:R:3
O -1.389 -0.718 -1.460 -0.1 -0.1 0.1
C -0.460 0.069 -0.805 0.2 0.1 0.0
C -0.564 0.572 0.688 -0.3 0.1 0.1
C 0.982 0.410 0.797 0.2 0.0 0.1
C 0.744 -0.650 -0.255 0.2 -0.4 -0.1
O 0.979 -1.832 -0.325 0.1 0.6 -0.1
H -0.986 -1.601 -1.520 -0.2 0.1 0.1
H -0.193 0.946 -1.409 0.0 -0.1 0.0
H -0.977 1.571 0.839 0.1 -0.1 -0.1
H -1.067 -0.152 1.336 0.0 0.1 -0.2
H 1.439 0.103 1.737 -0.1 0.0 -0.1
H 1.493 1.282 0.377 0.0 -0.2 0.1
```
Positions in Å, forces in eV/Å.

These are the Mulliken partial charges, in e, on atoms 1 to 2: -0.54, -0.05

***

- Among the records above, which one has the highest LUMO energy?
  C5H9NO

***

- What is the formula in the fourth record?
  C4H6O2